C27H35Br64ClO3STa | ωB97M-V/def2-TZVPD

```
132
Properties=species:S:1:pos:R:3:mulliken_charge:R:1
C -1.68387 1.82927 4.26564 -0.44
C -1.46718 0.55218 3.30178 -0.17
Br 0.10342 0.93588 2.14368 -0.16
C -2.81132 0.11325 2.46893 -0.83
Ta -3.16260 1.66502 0.76186 1.48
C -5.08932 2.49279 1.74314 0.08
C -4.84871 3.64577 2.83032 0.54
O -5.44793 3.50534 3.93129 -0.54
Cl -3.74686 5.09642 2.53624 -0.20
C -3.21385 3.28853 -0.94660 -0.99
S -1.51491 4.10527 -0.95879 0.77
O -0.47991 2.99635 -1.20910 -0.39
O -1.41755 5.26475 -1.91363 -0.62
H -2.81633 2.02214 4.33042 -0.16
H -1.28709 1.69978 5.32280 0.26
H -1.23593 2.73582 3.74674 0.22
H -1.19620 -0.36067 3.94612 0.42
H -2.63349 -0.90374 1.98959 0.40
H -3.68464 0.14432 3.21858 0.05
H -4.23749 0.49754 -0.20830 -0.27
H -1.71113 0.93956 -0.13214 -0.03
H -2.11153 2.84255 1.72088 -0.65
H -5.79891 2.88454 0.93015 -0.64
H -5.65013 1.63452 2.26085 0.29
H -4.02141 4.08255 -0.72741 0.29
H -3.46528 2.81543 -1.96520 0.43
H -1.30582 4.49495 0.37960 0.14
C 0.13005 2.38575 -4.77482 -0.44
Br -0.89646 3.13656 -3.30324 0.05
Br -0.44554 0.58090 -5.21252 0.03
Br 0.12578 3.54085 -6.34472 -0.11
H 1.16174 2.31681 -4.43536 0.29
C 1.84018 -2.34924 -7.00298 -0.58
Br 0.39869 -3.45433 -6.32279 0.05
Br 1.18926 -0.93720 -8.16176 -0.01
Br 2.94203 -1.65438 -5.56842 0.14
H 2.47327 -2.99247 -7.61125 0.41
C 4.93950 -2.41728 -1.92766 0.17
Br 4.21160 -1.13253 -0.67185 0.06
Br 6.61506 -3.16945 -1.29963 -0.07
Br 3.64909 -3.79677 -2.36049 0.07
H 5.15774 -1.88000 -2.84898 -0.22
C -6.04774 1.53874 6.82735 0.03
Br -7.87706 1.07807 6.38102 -0.03
Br -5.80764 1.77029 8.73903 -0.05
Br -4.78401 0.26755 6.09256 0.04
H -5.83868 2.50135 6.36067 0.10
C 6.81005 -0.21891 -7.26568 -0.41
Br 6.67180 -0.55971 -5.36158 -0.06
Br 8.58158 -0.62575 -7.94332 -0.01
Br 5.43011 -1.13923 -8.26828 0.07
H 6.65089 0.84790 -7.41007 0.47
C -3.74965 -3.75459 -6.60158 -0.34
Br -5.09291 -3.30632 -7.92675 -0.04
Br -2.92722 -2.17121 -5.84503 0.11
Br -4.45887 -4.92597 -5.22668 0.02
H -2.96534 -4.30636 -7.11735 0.29
C 5.78979 -2.00720 -12.38406 -0.32
Br 6.25051 -1.92431 -14.26641 -0.06
Br 3.93544 -2.50763 -12.11605 -0.02
Br 6.99607 -3.16083 -11.39761 0.11
H 5.90925 -1.00256 -11.98254 0.32
C 6.17279 -6.84738 -0.71548 0.47
Br 6.07944 -7.34367 1.15807 -0.06
Br 7.92671 -7.19381 -1.46663 -0.02
Br 4.76622 -7.67735 -1.76080 0.03
H 6.01168 -5.77144 -0.76586 -0.44
C -5.61926 5.59718 9.13086 -0.32
Br -7.21907 5.38384 8.05722 -0.02
Br -4.00930 5.35487 8.07810 0.02
Br -5.61056 7.28574 10.08512 -0.03
H -5.63148 4.80802 9.88025 0.32
C 3.70506 -11.18884 -4.11445 -0.24
Br 2.96372 -12.97812 -4.01964 -0.02
Br 5.57579 -11.15598 -3.60734 -0.03
Br 3.41483 -10.37960 -5.85357 -0.01
H 3.16727 -10.58248 -3.38794 0.30
C -1.90866 -8.06439 -4.65677 -0.40
Br -0.74182 -9.48939 -5.26535 -0.03
Br -2.57142 -8.39102 -2.86429 -0.01
Br -1.06105 -6.32749 -4.80475 0.10
H -2.77250 -8.05476 -5.31900 0.32
C -4.92430 8.83064 14.20629 0.09
Br -5.72003 10.06192 12.93736 -0.01
Br -6.13992 7.39443 14.67515 -0.02
Br -3.21727 8.15656 13.58108 0.00
H -4.73022 9.39383 15.11699 -0.07
C 6.99654 -10.10137 -7.35012 -0.15
Br 7.30458 -9.60510 -9.20068 -0.04
Br 8.23932 -11.46486 -6.75368 -0.02
Br 7.00502 -8.55647 -6.17891 0.07
H 5.99952 -10.53484 -7.29827 0.13
C -3.87325 -1.57387 9.51598 0.05
Br -3.99922 -1.92799 11.41901 -0.05
Br -2.10621 -1.97161 8.82383 0.00
Br -5.25960 -2.49041 8.51924 -0.01
H -4.03630 -0.50603 9.37894 -0.03
C -3.90001 12.77950 16.64141 -0.29
Br -4.69887 14.00158 15.36665 -0.02
Br -5.11597 11.34858 17.12436 -0.05
Br -2.19762 12.09555 16.01391 0.00
H -3.70063 13.34846 17.54725 0.35
C 9.15640 -6.77392 -11.56777 -0.23
Br 8.96037 -5.78100 -13.22150 -0.05
Br 11.00102 -7.27599 -11.24358 -0.02
Br 8.39311 -5.82526 -10.05745 -0.02
H 8.59080 -7.69660 -11.68221 0.26
C 12.17362 0.57744 -8.36241 0.60
Br 12.47758 1.09059 -10.20753 -0.01
Br 13.42019 -0.78896 -7.78024 -0.01
Br 12.18162 2.11179 -7.17741 -0.01
H 11.17764 0.14220 -8.31275 -0.63
C -8.10454 -4.15975 -3.83604 -0.01
Br -9.44254 -3.70892 -5.16589 -0.03
Br -7.28004 -2.57802 -3.07880 0.04
Br -8.81862 -5.32868 -2.46269 -0.03
H -7.32007 -4.71305 -4.34897 -0.02
C -8.61355 4.38061 -0.39029 -0.36
Br -10.44394 3.92107 -0.83900 -0.06
Br -8.37510 4.61166 1.52017 -0.01
Br -7.35053 3.10508 -1.12288 -0.04
H -8.40294 5.34104 -0.85632 0.40
C -0.93950 14.27496 12.37376 -0.35
Br -1.62509 15.59626 13.61668 -0.01
Br 0.73547 13.51278 12.98562 -0.01
Br -2.25459 12.90470 11.98246 0.03
H -0.73153 14.79338 11.44000 0.35
C 5.26438 -2.54199 3.28415 -0.32
Br 4.91389 -4.26571 2.46767 0.06
Br 3.79488 -1.31478 2.99208 -0.01
Br 5.72363 -2.69992 5.16210 -0.06
H 6.13262 -2.12411 2.77822 0.32
```

Orbital gap, eV: 6.229
Highest occupied orbital energy, eV: -5.7
E, Eh: -166927.268498
Total charge: -1

=====

C52H135N9O18 | ωB97M-V/def2-TZVPD

```
214
Properties=species:S:1:pos:R:3:mulliken_charge:R:1
C 0.71233 3.73653 2.25859 -0.52
O 0.82586 3.82190 3.72525 -0.49
H 1.56733 3.14004 1.94035 0.22
H -0.23460 3.34443 1.88752 0.23
H 0.76745 4.70938 1.77011 0.27
H 1.72461 4.09047 3.92949 0.29
C 6.70717 -3.55580 -5.52213 -0.47
O 6.65904 -2.44427 -4.61256 -0.50
H 5.70098 -3.97129 -5.46690 0.22
H 6.84380 -3.19801 -6.54262 0.21
H 7.40216 -4.32575 -5.18709 0.23
H 6.07236 -2.67508 -3.88858 0.30
C -4.49958 -0.32048 7.55576 -0.75
O -5.05662 0.06494 6.29066 -0.26
C -6.16921 -0.68655 5.85228 -0.64
C -6.74659 -0.15558 4.48219 -0.63
N -7.29919 1.17828 4.66047 -0.30
C -7.80612 1.71464 3.41973 -0.85
C -8.58985 3.02751 3.54638 -0.46
O -9.96565 2.71377 3.85344 -0.34
C -10.83393 3.84853 3.91838 -0.67
H -5.20555 -0.24949 8.38321 0.32
H -3.64756 0.34058 7.71445 0.21
H -4.12600 -1.34390 7.52189 0.30
H -6.89637 -0.67793 6.66423 0.36
H -5.82827 -1.71462 5.73012 0.38
H -7.44608 -0.89836 4.09870 0.40
H -5.96635 -0.01473 3.73418 0.37
H -6.56165 1.76533 5.02310 0.22
H -8.44972 0.94176 2.99956 0.37
H -7.06155 1.73513 2.62394 0.49
H -8.62716 3.56176 2.59701 0.38
H -8.16070 3.68240 4.30470 0.32
H -10.20602 4.70025 4.17991 0.33
H -11.53643 3.58241 4.70817 0.22
H -11.46191 3.98714 3.03830 0.22
C 3.09535 -9.97329 -4.69580 -0.71
O 2.97693 -9.69566 -3.26630 -0.30
C 2.05983 -8.62002 -2.91191 -0.53
C 2.06634 -8.65395 -1.39139 -0.73
N 3.39657 -8.57207 -0.81595 -0.31
C 3.40941 -8.87515 0.64150 -0.75
C 4.89378 -8.83358 1.13662 -0.47
O 5.75690 -9.63406 0.33068 -0.37
C 5.99709 -10.98821 0.77874 -0.68
H 3.54587 -10.95983 -4.80482 0.22
H 3.68591 -9.21785 -5.21412 0.28
H 2.08396 -9.93616 -5.10052 0.29
H 1.05541 -8.86128 -3.25980 0.41
H 2.34620 -7.64995 -3.31819 0.35
H 1.63696 -9.59657 -1.05199 0.35
H 1.43793 -7.84959 -1.00903 0.37
H 3.96862 -9.31571 -1.18993 0.31
H 3.04028 -9.87830 0.85487 0.30
H 2.77648 -8.12526 1.11600 0.47
H 4.82685 -9.07430 2.19760 0.39
H 5.36881 -7.85653 1.04805 0.29
H 5.09821 -11.60222 0.72311 0.28
H 6.41008 -11.04516 1.78586 0.30
H 6.69848 -11.41920 0.06430 0.25
C 7.19884 -1.55834 2.81836 -0.80
O 6.96221 -2.85489 3.40763 -0.27
C 7.32282 -2.81353 4.79156 -0.51
C 6.74075 -4.03862 5.48529 -0.82
N 5.29100 -3.94500 5.75458 -0.25
C 4.74260 -4.99134 6.61364 -0.56
C 3.24466 -4.91712 6.60869 -0.72
O 2.69892 -5.41170 5.42426 -0.18
C 1.36896 -5.93567 5.40865 -0.84
H 6.63601 -0.79056 3.34924 0.32
H 6.97665 -1.43251 1.75869 0.26
H 8.28034 -1.44214 2.88870 0.32
H 6.84204 -1.95235 5.25558 0.27
H 8.40921 -2.87047 4.85958 0.41
H 7.24312 -4.27108 6.42427 0.49
H 6.91408 -4.93804 4.89443 0.37
H 4.73330 -3.94195 4.91252 0.15
H 5.11205 -4.91009 7.63589 0.41
H 4.89471 -5.98610 6.19479 0.29
H 2.97645 -3.88557 6.83687 0.33
H 2.94875 -5.55992 7.43776 0.42
H 1.01809 -6.32111 4.45135 0.25
H 0.66830 -5.16017 5.71814 0.31
H 1.21084 -6.79646 6.05838 0.35
C 3.68517 1.48031 11.57582 -0.71
O 3.44701 2.33440 10.42927 -0.37
C 3.99689 1.75609 9.28681 -0.72
C 5.58138 1.62068 9.19818 -0.49
N 6.15344 2.90699 9.25369 -0.40
C 7.57110 2.79705 9.62284 -0.68
C 8.47031 1.94558 8.65569 -0.50
O 9.87667 2.02303 9.01236 -0.36
C 10.64809 1.27563 8.08939 -0.71
H 3.02880 1.79396 12.38754 0.26
H 4.69968 1.51940 11.97251 0.24
H 3.39482 0.44570 11.39316 0.33
H 3.61191 2.30648 8.42834 0.36
H 3.56020 0.76122 9.19955 0.42
H 5.91218 1.11766 8.28954 0.34
H 5.95231 0.91032 9.93704 0.35
H 5.69689 3.46124 9.96393 0.28
H 7.67794 2.38465 10.62615 0.34
H 8.00630 3.79039 9.73223 0.42
H 8.23112 2.23110 7.63130 0.38
H 8.20375 0.89878 8.80145 0.34
H 10.39559 0.21648 8.14006 0.28
H 11.71214 1.26301 8.32544 0.28
H 10.44723 1.59680 7.06734 0.30
C -2.82820 4.16691 -5.16212 -0.66
O -3.87314 5.19801 -5.16841 -0.34
C -3.84190 6.05967 -6.30805 -0.70
C -5.12266 6.89225 -6.55689 -0.54
N -6.25030 6.16339 -7.09125 -0.31
C -7.40703 7.06090 -7.36043 -0.67
C -8.58337 6.31305 -7.98484 -0.40
O -9.77009 7.14131 -8.08192 -0.33
C -10.89634 6.45447 -8.67816 -0.65
H -1.85605 4.65990 -5.16279 0.29
H -2.95112 3.56944 -6.06546 0.29
H -2.89153 3.54232 -4.27107 0.24
H -3.71022 5.41531 -7.17727 0.35
H -2.91314 6.61958 -6.19849 0.40
H -4.80993 7.71072 -7.20530 0.42
H -5.34456 7.31336 -5.57633 0.34
H -6.59242 5.42877 -6.48845 0.23
H -7.07853 7.82539 -8.06452 0.28
H -7.70616 7.58858 -6.45479 0.34
H -8.84218 5.45258 -7.36784 0.30
H -8.20317 5.98473 -8.95219 0.31
H -11.12926 5.71728 -7.90980 0.27
H -10.54802 5.95000 -9.57943 0.28
H -11.74598 7.10807 -8.87568 0.24
C -5.16514 -2.03188 -2.86692 -0.65
O -5.41382 -2.60552 -4.13761 -0.34
C -5.23456 -1.70989 -5.25011 -0.72
C -6.33765 -1.83299 -6.30185 -0.59
N -7.60905 -1.33929 -5.95053 -0.30
C -8.58506 -1.70455 -6.95708 -0.60
C -9.75595 -0.76778 -6.91831 -0.39
O -10.86713 -1.34141 -7.61073 -0.32
C -12.09163 -0.56510 -7.67472 -0.75
H -5.88529 -1.21847 -2.77833 0.29
H -4.14616 -1.64539 -2.88704 0.28
H -5.24146 -2.74132 -2.04291 0.23
H -4.23901 -1.91508 -5.64363 0.36
H -5.32015 -0.65884 -4.97434 0.39
H -6.45716 -2.84833 -6.67990 0.43
H -5.92566 -1.38297 -7.20509 0.37
H -7.79338 -1.64550 -5.00589 0.22
H -8.80719 -2.76351 -6.82536 0.37
H -8.15379 -1.69226 -7.95806 0.34
H -9.53872 0.13660 -7.48666 0.25
H -10.11741 -0.58054 -5.90718 0.29
H -12.63059 -0.93007 -8.54905 0.26
H -12.02654 0.51945 -7.76191 0.30
H -12.73996 -0.69396 -6.80802 0.28
C 1.96139 0.90747 -9.58150 -0.72
O 2.89569 0.81152 -8.48750 -0.34
C 3.99550 1.68006 -8.63704 -0.61
C 5.02770 1.23661 -9.64741 -0.48
N 6.16576 2.16921 -9.60016 -0.34
C 6.96736 1.94555 -10.81480 -0.72
C 8.10282 2.99162 -10.93517 -0.56
O 7.52324 4.26739 -11.25565 -0.32
C 8.56189 5.21487 -11.67390 -0.67
H 1.19890 0.15039 -9.39829 0.24
H 2.53332 0.72104 -10.49047 0.34
H 1.38650 1.82977 -9.66496 0.27
H 4.55875 1.67219 -7.70388 0.36
H 3.63334 2.69437 -8.80470 0.36
H 4.49679 1.33484 -10.59430 0.37
H 5.34272 0.21328 -9.44328 0.22
H 5.78348 3.10284 -9.64811 0.27
H 6.41500 1.94822 -11.75448 0.34
H 7.32107 0.91590 -10.76177 0.40
H 8.79994 2.69474 -11.71874 0.44
H 8.71358 3.01507 -10.03265 0.34
H 9.28820 4.70591 -12.30757 0.30
H 9.05606 5.60846 -10.78566 0.26
H 8.04473 5.96716 -12.26947 0.24
C 1.96709 -1.71665 -1.27560 -1.36
C 2.89792 -1.97371 -0.08503 0.44
C 2.19218 -2.37141 1.22485 -0.58
O 1.23686 -1.43324 1.53956 -0.33
C 0.75332 -1.43771 2.89807 -0.75
N 3.91060 -2.93292 -0.42949 -0.62
H 1.34519 -2.59213 -1.46234 0.29
H 2.65517 -1.52661 -2.09933 0.35
H 1.26722 -0.88911 -1.15957 0.31
H 3.51443 -1.12261 0.20415 0.34
H 2.84410 -2.63864 2.05652 0.33
H 1.61058 -3.26850 1.01256 0.29
H 1.40761 -0.87463 3.56362 0.29
H 0.62171 -2.44461 3.29423 0.30
H -0.21852 -0.94591 2.93970 0.25
H 4.52986 -2.86936 0.36586 0.22
H 3.50729 -3.85708 -0.37145 0.22
C -2.91082 5.52001 8.00468 -1.37
C -3.97351 5.54747 6.87092 0.51
C -4.15236 6.91208 6.27171 -0.72
O -4.55225 7.78103 7.34757 -0.31
C -4.46022 9.16765 7.08051 -0.76
N -3.48054 4.52732 5.86804 -0.71
H -3.16184 5.99534 8.95290 0.31
H -1.91298 5.80046 7.66736 0.33
H -2.76575 4.47276 8.26989 0.40
H -4.92106 5.27477 7.33553 0.24
H -4.87212 6.93446 5.45344 0.39
H -3.19307 7.24851 5.87845 0.31
H -4.96861 9.85306 7.75863 0.27
H -4.86953 9.47027 6.11667 0.30
H -3.40562 9.44197 7.10661 0.31
H -2.56443 4.77027 5.51904 0.27
H -3.30217 3.66787 6.36765 0.24
```

Orbital gap, eV: 8.835
Highest occupied orbital energy, eV: -8.6
SMILES: COC[C@H](C)N.COC[C@H](C)N.COCCNCCOC.COCCNCCOC.COCCNCCOC.COCCNCCOC.COCCNCCOC.COCCNCCOC.COCCNCCOC.CO.CO
E, Eh: -3908.755176
Relative energy (zero: lowest compared OMol25 entry of this formula, charge and spin), kcal/mol: 0.0